Here is a 2-piece molecular cluster, C4H9O overall from the Open Molecules 2025 dataset. Energies are from the ωB97M-V functional and the def2-TZVPD basis.

Values from the calculation:
- <S²>: 0.75
- Multiplicity: 2
- ΔE to the lowest compared entry with this formula, charge and spin: 1.359 eV
- Charge: 0
- Gap between HOMO and LUMO (spin up / spin down): 10.28 / 7.60 eV

Cartesian coordinates (Å):
C (0.83, -1.02, 2.43)
O (1.92, -0.74, 1.67)
H (0.76, -2.10, 2.67)
H (-0.16, -0.86, 2.01)
H (0.96, -0.59, 3.44)
C (0.59, 0.53, -0.99)
C (-0.73, 0.24, -1.50)
C (-1.81, 1.02, -1.63)
H (0.88, 1.56, -1.18)
H (1.37, 0.00, -1.57)
H (0.86, 0.14, 0.00)
H (-0.99, -0.82, -1.65)
H (-2.76, 0.56, -1.89)
H (-1.71, 2.09, -1.80)

Here is C5H6N2 as an isolated structure from the Open Molecules 2025 dataset. Energies are from the ωB97M-V functional and the def2-TZVPD basis.

Values from the calculation:
- ΔE to the lowest compared entry with this formula, charge and spin: 3.044 eV
- Charge: 0
- Gap between HOMO and LUMO: 9.11 eV

Cartesian coordinates (Å):
C (-3.02, -0.03, -0.03)
C (0.34, 1.17, 0.02)
C (-0.98, 1.32, 0.02)
C (0.69, -0.32, -0.21)
C (-0.49, -1.12, 0.23)
N (-4.14, -0.30, -0.19)
N (-1.81, 0.25, 0.31)
H (0.89, 2.05, -0.19)
H (-1.56, 2.29, -0.09)
H (1.02, -0.27, -1.20)
H (1.53, -0.59, 0.43)
H (-0.96, -1.71, -0.59)
H (-0.39, -1.53, 1.29)

Here is C19H41BN6PdSi4 as an isolated structure from the Open Molecules 2025 dataset. Energies are from the ωB97M-V functional and the def2-TZVPD basis.

Values from the calculation:
- <S²>: 6.02
- Multiplicity: 5
- ΔE to the lowest compared entry with this formula, charge and spin: 1.104 eV
- Charge: +2
- Gap between HOMO and LUMO (spin up / spin down): 5.45 / 3.47 eV

Cartesian coordinates (Å):
H (2.02, 0.58, -2.74)
N (0.04, 0.34, -1.90)
B (-2.49, 0.44, -1.64)
N (-1.22, 0.30, -2.54)
C (-1.07, 0.42, -3.89)
Pd (-0.03, 0.10, 0.50)
H (-1.93, 0.40, -4.58)
C (0.30, 0.60, -4.15)
H (0.76, 0.72, -5.13)
C (0.94, 0.52, -2.88)
H (-3.45, 0.59, -2.33)
C (0.07, 0.89, 2.27)
H (1.11, 1.17, 2.33)
H (-0.16, 0.24, 3.12)
H (-0.62, 1.77, 2.19)
N (-2.20, 1.72, -0.83)
N (-2.72, -0.73, -0.66)
N (-1.08, 1.79, -0.05)
N (-1.85, -0.98, 0.40)
C (-2.80, 2.92, -0.84)
C (-3.83, -1.48, -0.48)
H (-3.69, 3.04, -1.44)
H (-4.62, -1.42, -1.22)
C (-2.07, 3.78, -0.03)
C (-3.71, -2.16, 0.71)
C (-0.97, 3.06, 0.42)
C (-2.47, -1.82, 1.25)
H (-2.30, 4.79, 0.17)
H (-4.44, -2.83, 1.13)
H (-0.15, 3.37, 1.08)
H (-2.04, -2.21, 2.17)
H (0.17, -1.57, 0.91)
C (3.92, 1.19, 1.58)
Si (3.67, -0.65, 1.94)
C (5.32, -1.57, 1.68)
C (3.18, -0.90, 3.75)
Si (1.88, -1.34, 0.51)
Si (3.17, -2.18, -1.38)
C (4.33, -3.62, -1.06)
C (1.94, -2.76, -2.68)
C (4.19, -0.70, -1.92)
Si (1.37, -3.43, 1.52)
C (2.85, -4.51, 1.97)
C (0.44, -3.10, 3.14)
C (0.24, -4.32, 0.31)
H (4.75, 1.54, 2.22)
H (3.04, 1.80, 1.82)
H (4.20, 1.35, 0.53)
H (6.04, -1.15, 2.40)
H (5.24, -2.65, 1.88)
H (5.73, -1.41, 0.67)
H (2.19, -0.48, 3.97)
H (3.21, -1.96, 4.05)
H (3.92, -0.35, 4.36)
H (3.77, -4.56, -0.97)
H (4.93, -3.66, -1.98)
H (5.00, -3.49, -0.20)
H (1.03, -2.16, -2.75)
H (2.49, -2.69, -3.62)
H (1.68, -3.81, -2.50)
H (3.67, 0.26, -1.91)
H (5.12, -0.61, -1.33)
H (4.47, -0.93, -2.96)
H (3.59, -3.99, 2.59)
H (2.41, -5.33, 2.57)
H (3.33, -4.95, 1.09)
H (-0.12, -2.16, 3.21)
H (-0.28, -3.93, 3.23)
H (1.14, -3.15, 3.99)
H (-0.58, -3.69, -0.06)
H (0.80, -4.71, -0.55)
H (-0.19, -5.16, 0.85)

Here is a 2-piece molecular cluster, C3H7NO2 overall from the Open Molecules 2025 dataset. Energies are from the ωB97M-V functional and the def2-TZVPD basis.

Values from the calculation:
- ΔE to the lowest compared entry with this formula, charge and spin: 9.065 eV
- Charge: 0
- Gap between HOMO and LUMO: 9.41 eV

Cartesian coordinates (Å):
C (1.48, 1.27, 0.31)
C (0.32, 0.61, 0.36)
C (0.65, -1.57, 0.33)
N (-1.02, 0.96, 0.31)
O (-2.15, -0.21, -1.48)
O (-1.89, 0.12, -0.03)
H (1.25, 2.32, 0.25)
H (2.40, 0.72, 0.43)
H (1.26, -1.68, 1.25)
H (1.12, -1.46, -0.61)
H (-0.38, -1.88, 0.25)
H (-1.11, 1.99, 0.05)
H (-1.93, -1.20, -1.42)

Here is an isolated ion of composition C7H7N2O2 and charge +1 from the Open Molecules 2025 dataset. Energies are from the ωB97M-V functional and the def2-TZVPD basis.

Values from the calculation:
- ΔE to the lowest compared entry with this formula, charge and spin: 6.106 eV
- Charge: +1
- Gap between HOMO and LUMO (spin up / spin down): 7.55 / 7.33 eV

Cartesian coordinates (Å):
C (2.75, 1.08, -0.41)
C (1.49, 0.46, -0.22)
C (1.88, -0.84, -0.13)
C (-1.54, -1.73, 1.08)
C (-0.58, -1.43, 0.22)
C (0.08, 0.94, -0.07)
C (-2.32, 0.09, 0.01)
N (3.69, 0.16, -0.42)
N (-0.89, -0.15, -0.44)
O (3.14, -1.06, -0.25)
O (-2.60, -0.89, 0.97)
H (3.02, 2.11, -0.52)
H (-1.63, -2.56, 1.75)
H (-0.10, 1.21, 0.97)
H (-0.11, 1.81, -0.70)
H (-2.44, 1.08, 0.45)
H (-3.00, -0.02, -0.84)
H (-0.83, -0.27, -1.46)

Here is a 2-piece molecular cluster, C6H10N2OS overall from the Open Molecules 2025 dataset. Energies are from the ωB97M-V functional and the def2-TZVPD basis.

Values from the calculation:
- ΔE to the lowest compared entry with this formula, charge and spin: 5.972 eV
- Charge: 0
- Gap between HOMO and LUMO (spin up / spin down): 7.78 / 7.42 eV

Cartesian coordinates (Å):
C (-1.66, -0.58, 0.07)
C (0.50, -0.52, -1.12)
C (-1.00, -0.42, -1.25)
C (0.41, -0.46, 1.16)
C (1.32, -0.63, -2.36)
C (0.40, 2.25, 1.39)
N (1.09, -0.52, 0.01)
N (-1.00, -0.57, 1.20)
O (-1.56, -0.68, 2.33)
S (1.19, -0.82, 2.67)
H (-2.73, -0.68, 0.15)
H (-1.38, -1.16, -1.96)
H (-1.27, 0.56, -1.68)
H (1.29, -1.65, -2.73)
H (2.35, -0.38, -2.13)
H (0.94, 0.02, -3.14)
H (-0.08, 2.48, 0.45)
H (1.46, 2.33, 1.46)
H (-0.20, 2.22, 2.27)
H (-0.07, -0.81, 3.21)

Here is C9H16Ag3BBr8F4O3 as an isolated structure from the Open Molecules 2025 dataset. Energies are from the ωB97M-V functional and the def2-TZVPD basis.

Values from the calculation:
- ΔE to the lowest compared entry with this formula, charge and spin: 11.458 eV
- Charge: 0
- Gap between HOMO and LUMO: 2.78 eV

Cartesian coordinates (Å):
Ag (0.73, -1.54, -4.31)
Ag (-3.80, 0.28, -5.65)
Ag (-2.45, -4.69, -1.06)
C (-2.06, -4.87, -5.24)
O (-2.69, -3.82, -5.15)
O (-1.20, -5.29, -4.39)
O (-2.13, -5.45, -6.31)
B (-1.64, -0.17, -0.84)
F (-1.58, 0.92, 0.06)
F (-0.57, -1.05, -0.71)
F (-2.74, -0.98, -0.50)
F (-1.88, 0.20, -2.11)
Br (9.09, -2.51, -2.48)
C (7.12, -2.47, -1.93)
C (7.04, -1.48, -0.79)
Br (5.15, -1.42, -0.10)
H (6.80, -3.48, -1.70)
H (6.69, -2.09, -2.85)
H (7.33, -0.48, -1.12)
H (7.60, -1.85, 0.07)
Br (1.04, 5.00, 5.96)
C (0.75, 3.25, 4.94)
C (-0.62, 2.54, 5.33)
Br (0.02, 1.71, 7.01)
H (1.64, 2.63, 4.86)
H (0.49, 3.71, 3.98)
H (-0.90, 1.78, 4.61)
H (-1.37, 3.30, 5.56)
Br (4.95, 5.25, -3.17)
C (3.73, 3.84, -3.79)
C (2.69, 3.55, -2.67)
Br (1.75, 5.31, -2.37)
H (4.35, 2.98, -4.05)
H (3.31, 4.27, -4.70)
H (3.27, 3.26, -1.80)
H (2.00, 2.77, -2.98)
Br (-9.18, -2.52, 2.10)
C (-8.34, -2.04, 3.85)
C (-7.14, -1.15, 3.71)
Br (-6.19, -0.88, 5.51)
H (-8.12, -2.99, 4.35)
H (-9.04, -1.53, 4.51)
H (-7.49, -0.20, 3.33)
H (-6.39, -1.59, 3.04)

Here is a 2-piece molecular cluster, C6H16 overall from the Open Molecules 2025 dataset. Energies are from the ωB97M-V functional and the def2-TZVPD basis.

Values from the calculation:
- SMILES: CC(C)C.CC
- ΔE to the lowest compared entry with this formula, charge and spin: 0.779 eV
- Charge: 0
- Gap between HOMO and LUMO: 12.21 eV

Cartesian coordinates (Å):
C (0.71, 0.11, -1.05)
C (1.73, 0.91, -1.84)
C (-0.60, -0.06, -1.88)
C (1.28, -1.27, -0.67)
H (0.38, 0.70, -0.19)
H (2.10, 0.34, -2.70)
H (-0.87, -1.11, -2.00)
H (-1.47, 0.31, -1.32)
H (-0.53, 0.45, -2.84)
H (1.04, -1.55, 0.35)
H (0.95, -1.97, -1.43)
H (2.64, 1.06, -1.24)
H (1.36, 1.89, -2.11)
H (2.34, -1.05, -0.68)
C (-1.51, -0.58, 2.37)
C (-1.42, 0.88, 2.85)
H (-0.86, -0.75, 1.55)
H (-1.28, -1.39, 3.07)
H (-2.54, -0.80, 2.07)
H (-2.30, 1.41, 2.50)
H (-0.68, 1.43, 2.27)
H (-1.24, 0.94, 3.90)

Here is a 2-piece molecular cluster, C14H16O overall from the Open Molecules 2025 dataset. Energies are from the ωB97M-V functional and the def2-TZVPD basis.

Values from the calculation:
- SMILES: Cc1ccc(O)cc1.Cc1ccccc1
- ΔE to the lowest compared entry with this formula, charge and spin: 1.640 eV
- Charge: 0
- Gap between HOMO and LUMO: 9.21 eV

Cartesian coordinates (Å):
C (1.01, 0.88, -3.68)
C (0.68, -1.55, -0.84)
C (0.37, -0.93, -2.05)
C (1.27, -0.85, 0.24)
C (0.92, 0.32, -2.28)
C (1.68, 0.48, 0.05)
C (1.64, 0.95, -1.28)
O (1.66, -1.68, 1.28)
H (0.62, -2.62, -0.67)
H (-0.35, -1.43, -2.69)
H (0.90, -2.17, 1.62)
H (2.28, 1.05, 0.76)
H (1.83, 0.32, -4.19)
H (1.44, 1.87, -3.72)
H (2.27, 1.78, -1.53)
H (0.05, 0.66, -4.16)
C (0.16, 0.17, 3.25)
C (-1.88, -0.77, 1.98)
C (-0.96, 0.23, 2.26)
C (-2.49, -0.88, 0.74)
C (-0.87, 1.25, 1.31)
C (-2.46, 0.21, -0.12)
C (-1.67, 1.33, 0.19)
H (-2.04, -1.45, 2.83)
H (-2.84, -1.90, 0.42)
H (0.21, 1.17, 3.70)
H (1.09, -0.08, 2.73)
H (0.02, 1.87, 1.39)
H (-2.98, 0.15, -1.07)
H (-1.59, 2.16, -0.51)
H (0.05, -0.56, 4.03)

Here is one molecule with the formula C4H5NO2 from the Open Molecules 2025 dataset. Energies are from the ωB97M-V functional and the def2-TZVPD basis.

Values from the calculation:
- ΔE to the lowest compared entry with this formula, charge and spin: 8.845 eV
- Charge: 0
- Gap between HOMO and LUMO (spin up / spin down): 7.04 / 9.35 eV

Cartesian coordinates (Å):
C (-0.17, -0.61, -0.99)
C (-0.65, -0.10, 0.95)
C (-1.30, -1.15, -0.12)
C (0.48, 0.41, 0.06)
N (1.52, 1.28, 0.04)
O (2.22, 1.49, -0.93)
O (1.70, 1.89, 1.12)
H (0.51, -1.40, -1.15)
H (-0.37, -0.22, -2.09)
H (-1.32, 0.65, 1.38)
H (-0.40, -0.63, 1.85)
H (-2.22, -1.61, -0.11)

Here is C6H8O6Pb as an isolated structure from the Open Molecules 2025 dataset. Energies are from the ωB97M-V functional and the def2-TZVPD basis.

Values from the calculation:
- <S²>: 0.76
- Multiplicity: 2
- Charge: +1
- Gap between HOMO and LUMO (spin up / spin down): 2.77 / 5.35 eV

Cartesian coordinates (Å):
H (-0.02, 0.20, 1.47)
O (-1.08, 2.31, 0.87)
C (-0.08, 1.43, 1.14)
C (0.51, 0.68, 0.01)
C (-0.33, -0.17, -0.90)
C (0.12, -1.62, -1.03)
O (1.44, -1.66, -1.58)
C (1.94, -2.85, -1.85)
O (1.38, -3.91, -1.71)
O (3.21, -2.70, -2.22)
H (0.59, 1.83, 1.93)
H (1.44, 1.09, -0.40)
H (-0.38, 0.28, -1.90)
H (-1.36, -0.22, -0.51)
H (-0.56, -2.17, -1.69)
H (0.13, -2.12, -0.05)
H (3.59, -3.56, -2.41)
O (-1.74, 2.55, 3.20)
C (-1.98, 2.96, 2.06)
O (-2.89, 3.75, 1.80)
Pb (-3.93, 3.88, 3.76)

Here is a 6-piece molecular cluster, C5H23N3O5 overall from the Open Molecules 2025 dataset. Energies are from the ωB97M-V functional and the def2-TZVPD basis.

Values from the calculation:
- <S²>: 0.78
- Multiplicity: 2
- Charge: +1
- Gap between HOMO and LUMO (spin up / spin down): 10.32 / 5.97 eV

Cartesian coordinates (Å):
C (-0.46, 1.83, -3.42)
C (0.89, 1.20, -2.88)
C (0.91, 0.80, -1.42)
C (0.40, -0.53, -0.85)
N (-1.05, -0.39, -0.51)
C (-1.58, -0.48, 0.69)
N (-1.21, -1.60, 1.50)
N (-2.64, 0.20, 1.04)
H (-0.87, 1.28, -4.25)
H (-1.24, 1.66, -2.70)
H (-0.35, 2.91, -3.39)
H (1.25, 0.44, -3.58)
H (1.65, 1.94, -3.13)
H (0.52, 1.59, -0.78)
H (1.94, 0.83, -0.99)
H (0.49, -1.42, -1.49)
H (0.98, -0.81, 0.04)
H (-1.50, 0.25, -1.18)
H (-0.42, -1.49, 2.12)
H (-1.34, -2.48, 1.02)
H (-3.14, -0.14, 1.85)
H (3.05, -0.16, 0.20)
H (2.96, -0.84, 1.57)
O (3.21, -0.98, 0.65)
H (-0.03, 2.63, 2.22)
H (-0.57, 1.29, 1.82)
O (0.10, 1.69, 2.39)
H (1.92, -3.10, 1.32)
H (1.64, -3.46, -0.23)
O (1.29, -3.34, 0.65)
H (-4.07, 1.26, -1.78)
H (-2.69, 1.85, -1.08)
O (-3.12, 1.41, -1.81)
H (1.55, -0.47, 3.27)
H (1.76, 0.88, 2.67)
O (2.24, 0.06, 2.87)

| no. | strongest force on any atom (eV/A) | total energy (eV) |
| --- | --- | --- |
| 1 | 2.79 | -6337.6757 |
| 2 | 5.81 | -8259.3143 |
| 3 | 3.49 | -64957.0957 |
| 4 | 5.69 | -8801.4635 |
| 5 | 4.04 | -14432.4034 |
| 6 | 0.87 | -22241.8331 |
| 7 | 3.88 | -599613.3332 |
| 8 | 1.77 | -6480.8788 |
| 9 | 2.23 | -16823.5951 |
| 10 | 7.85 | -9805.4695 |
| 11 | 6.17 | -23873.0079 |
| 12 | 3.56 | -20256.4802 |